Record 1
This record from the Open Molecules 2025 dataset describes C4H5EuLiO3 as an isolated structure. The level of theory is ωB97M-V/def2-TZVPD.

- <S²> = 12.007
- charge = +1
- multiplicity = 7
- frontier orbital gap (alpha / beta) (eV) = 4.13 / 6.18

```
14
C4H5EuLiO3 | the Open Molecules 2025 dataset | ωB97M-V/def2-TZVPD
Li -0.5828 -0.9600 -1.9726
O 0.6398 -1.2880 -0.3537
C 1.5453 -2.2134 0.2620
H 2.4862 -1.6969 0.4801
H 1.1082 -2.6066 1.1858
H 1.6900 -3.0089 -0.4724
C -1.3611 2.4256 -0.8774
C -1.2221 1.5185 0.0959
O -0.8601 0.2128 -0.3910
C 0.2128 -0.2305 0.3403
O 0.6276 0.0983 1.4234
Eu -1.4252 2.0916 2.8176
H -1.4627 3.4743 -0.5915
H -1.3959 2.1832 -1.9463
```

Atom charges from the Mulliken analysis, given in e for atoms 1 to 5: atom 1 (Li): 0.9091, atom 2 (O): -0.4510, atom 3 (C): -0.6250, atom 4 (H): 0.3018, atom 5 (H): 0.3170

Record 2
This record from the Open Molecules 2025 dataset describes a 5-piece molecular cluster, H10O5 overall. The level of theory is ωB97M-V/def2-TZVPD.

- <S²> = 0.757
- charge = +1
- multiplicity = 2
- relative energy (zero: lowest compared OMol25 entry of this formula, charge and spin) (kJ/mol) = 113.2
- frontier orbital gap (alpha / beta) (eV) = 13.01 / 3.29

```
15
H10O5 | the Open Molecules 2025 dataset | ωB97M-V/def2-TZVPD
O 26.8646 29.1312 -0.3658
H 26.4853 29.8957 0.0677
H 26.7367 29.2970 -1.2998
O 31.9664 26.8743 -0.3081
H 31.9070 26.0683 0.2048
H 31.6819 26.6214 -1.1863
O 28.2614 29.8681 -2.7813
H 28.7741 30.5778 -3.1684
H 28.8024 29.5471 -2.0598
O 32.3664 30.1717 -1.8628
H 32.5685 29.7722 -2.7089
H 31.7531 29.5633 -1.4506
O 30.1551 28.6610 -0.6602
H 30.6516 27.9285 -0.2953
H 29.3049 28.6163 -0.2229
```

Atom charges from the Mulliken analysis, given in e for atoms 1 to 5: atom 1 (O): -0.5525, atom 2 (H): 0.3581, atom 3 (H): 0.3601, atom 4 (O): -0.7054, atom 5 (H): 0.3359

Record 3
This record from the Open Molecules 2025 dataset describes a 2-piece molecular cluster, C2H8N4 overall. The level of theory is ωB97M-V/def2-TZVPD.

- relative energy (zero: lowest compared OMol25 entry of this formula, charge and spin) (kJ/mol) = 56.3
- frontier orbital gap (eV) = 10.00

```
14
C2H8N4 | the Open Molecules 2025 dataset | ωB97M-V/def2-TZVPD
H -1.8398 1.2646 -2.0587
N -1.1232 1.0171 -1.3907
C -1.0249 1.8798 -0.4520
N -0.4125 1.6384 0.7266
H -1.6592 2.7747 -0.4390
H -0.0535 0.7179 0.9554
H -0.3929 2.3943 1.3866
H 2.5596 -0.5779 0.9602
N 1.5635 -0.7380 0.8748
C 1.2670 -1.8224 0.2727
N 0.1144 -1.9633 -0.4821
H 1.8521 -2.7372 0.3468
H -0.4232 -1.1008 -0.5647
H -0.4275 -2.7471 -0.1358
```

Atom charges from the Mulliken analysis, given in e for atoms 1 to 5: atom 1 (H): 0.1950, atom 2 (N): -0.6268, atom 3 (C): 0.1127, atom 4 (N): -0.2997, atom 5 (H): 0.2655

Record 4
This record from the Open Molecules 2025 dataset describes a 2-piece molecular cluster, CBrF3O3S overall. The level of theory is ωB97M-V/def2-TZVPD.

- relative energy (zero: lowest compared OMol25 entry of this formula, charge and spin) (kJ/mol) = 115.0
- frontier orbital gap (alpha / beta) (eV) = 5.70 / 5.70

```
9
CBrF3O3S | the Open Molecules 2025 dataset | ωB97M-V/def2-TZVPD
C 0.1788 1.2983 0.4881
O 0.4053 -1.1805 1.6111
O -1.7316 -0.7747 0.4377
O 0.9543 -1.8377 -1.5210
F 0.2363 1.7055 1.6844
F -0.8697 1.8671 -0.1907
F 1.2630 1.5438 -0.2041
S -0.3027 -0.6750 0.4914
Br -0.1336 -1.9467 -2.7970
```

Atom charges from the Mulliken analysis, given in e for atoms 1 to 5: atom 1 (C): 0.7150, atom 2 (O): -0.4479, atom 3 (O): -0.4287, atom 4 (O): -0.4164, atom 5 (F): -0.1463

Record 5
This record from the Open Molecules 2025 dataset describes C29H22Co2O11 as an isolated structure. The level of theory is ωB97M-V/def2-TZVPD.

- charge = -2
- relative energy (zero: lowest compared OMol25 entry of this formula, charge and spin) (kJ/mol) = 29.2
- frontier orbital gap (eV) = 5.21

```
64
C29H22Co2O11 | the Open Molecules 2025 dataset | ωB97M-V/def2-TZVPD
C -6.5365 -1.4388 2.7161
O -5.7860 -0.2023 2.8449
C -4.6116 -0.0106 2.1820
C -3.9083 1.1913 2.4485
C -2.6638 1.4187 1.8883
C -2.0766 0.4848 1.0200
C -0.8048 0.8219 0.2460
C 0.4725 0.3562 0.8320
C 0.7476 -1.0500 0.7784
O 0.1540 -1.8478 0.0646
O 1.8082 -1.4807 1.5503
C 1.9454 -0.7484 2.7978
C 0.7151 -0.8825 3.6950
C 3.2331 -1.2453 3.4491
O 2.2184 0.6382 2.4233
C 1.2020 1.2333 1.7056
O 1.0261 2.4304 1.7893
C -2.7549 -0.7179 0.7927
C -4.0199 -0.9635 1.3240
H -7.3817 -1.3315 3.4056
H -6.9175 -1.5623 1.6899
H -5.9328 -2.3127 3.0092
H -4.3902 1.9155 3.1036
H -2.1701 2.3766 2.0656
H -0.9038 0.3552 -0.7476
H -0.7222 1.9109 0.1462
H -0.2063 -0.5064 3.2201
H 0.5754 -1.9416 3.9561
H 0.8866 -0.3309 4.6299
H 4.0553 -1.0574 2.7559
H 3.4033 -0.6883 4.3727
H 3.1540 -2.3147 3.6534
H -2.3093 -1.4523 0.1180
H -4.5432 -1.8938 1.0928
O 5.2063 3.8098 -1.7553
C 5.0082 2.7694 -1.3001
Co 4.6959 1.1787 -0.6780
C 4.9619 1.5268 1.0478
O 5.2383 1.7890 2.1382
C 2.9518 1.1222 -0.9615
O 1.9027 1.0953 -1.4885
C 5.4686 -0.0165 -2.2067
C 5.1969 0.3620 -3.5793
C 3.8652 0.2778 -4.0308
C 3.4752 0.8735 -5.2293
C 4.4281 1.4626 -6.0610
C 5.7729 1.4503 -5.6802
C 6.1720 0.9099 -4.4507
C 6.6443 -0.0807 -1.4238
C 7.7388 0.6719 -1.1816
Co 5.6479 -1.5126 -1.2034
C 4.0287 -2.2538 -1.3518
O 2.9463 -2.6254 -1.4978
C 6.0641 -1.4194 0.4931
O 6.3950 -1.2499 1.5980
C 6.8183 -2.8691 -1.6481
O 7.5246 -3.7655 -1.8217
H 3.1382 -0.2089 -3.3775
H 2.4198 0.8728 -5.4915
H 4.1296 1.9112 -7.0085
H 6.5311 1.8690 -6.3407
H 7.2214 0.9321 -4.1368
H 8.5980 0.1874 -0.7215
H 7.7995 1.7225 -1.4898
```

Atom charges from the Mulliken analysis, given in e for atoms 1 to 5: atom 1 (C): -0.7985, atom 2 (O): -0.4532, atom 3 (C): 0.8880, atom 4 (C): -0.7339, atom 5 (C): -0.1730

Record 6
This record from the Open Molecules 2025 dataset describes a 2-piece molecular cluster, C6H12O overall. The level of theory is ωB97M-V/def2-TZVPD.

- relative energy (zero: lowest compared OMol25 entry of this formula, charge and spin) (kJ/mol) = 184.0
- frontier orbital gap (eV) = 9.02

```
19
C6H12O | the Open Molecules 2025 dataset | ωB97M-V/def2-TZVPD
C 0.7417 1.1672 1.2078
C 0.1854 0.6304 0.1317
C 0.6322 1.1204 -1.2382
C -1.0052 -0.2656 0.2737
C -1.3841 -0.7669 1.4552
C -1.8943 -0.3933 -0.9283
H 0.2778 1.1193 2.1794
H 1.4954 1.9507 1.1142
H 1.6251 0.7154 -1.4218
H -0.0135 0.7394 -2.0182
H 0.7421 2.2039 -1.1893
H -2.3702 -1.1759 1.6146
H -0.5904 -0.7797 2.1977
H -2.3741 0.5277 -1.2662
H -1.3687 -0.8584 -1.7644
H -2.6988 -1.1191 -0.7666
O 2.3119 -1.4417 0.0377
H 3.1212 -1.0009 0.3185
H 2.5665 -2.3728 0.0623
```

Atom charges from the Mulliken analysis, given in e for atoms 1 to 5: atom 1 (C): -1.1723, atom 2 (C): 0.8014, atom 3 (C): -1.3220, atom 4 (C): 1.0623, atom 5 (C): -1.1580

Record 7
This record from the Open Molecules 2025 dataset describes a 2-piece molecular cluster, C5H15N2 overall. The level of theory is ωB97M-V/def2-TZVPD.

- charge = +1
- relative energy (zero: lowest compared OMol25 entry of this formula, charge and spin) (kJ/mol) = 714.4
- frontier orbital gap (eV) = 6.14

```
22
C5H15N2 | the Open Molecules 2025 dataset | ωB97M-V/def2-TZVPD
C 0.3412 -1.0185 0.3956
N -0.9086 -0.4631 0.7220
C -2.0144 0.5551 3.8363
C 0.6834 -0.7346 -1.1095
N 0.3245 0.6997 -1.1984
C 0.1001 1.5578 -2.4837
C 2.0690 -0.9292 -1.6432
H 0.4931 -2.0550 0.5358
H 1.1470 -0.5896 1.0417
H -1.6936 -1.0119 0.4522
H -2.6574 1.4378 3.9183
H -2.3812 -0.2284 4.5113
H -0.9830 1.0227 4.0537
H -0.0997 -1.4068 -1.7516
H -0.3679 0.6336 -0.3441
H -1.8558 0.2360 2.7234
H 1.0409 1.3727 -3.1550
H -0.8908 1.3406 -2.9417
H 0.2805 2.6455 -2.3095
H 2.2795 -2.0046 -1.9589
H 2.2775 -0.3289 -2.4527
H 2.8157 -0.7306 -0.8420
```

Atom charges from the Mulliken analysis, given in e for atoms 1 to 5: atom 1 (C): -0.7015, atom 2 (N): -0.3577, atom 3 (C): -0.5775, atom 4 (C): 0.5727, atom 5 (N): -0.1853

Q: Which formula does entry 5 have?
A: C29H22Co2O11